No. 1
{"formula": "C66H165N11O22", "method": "wB97M-V/def2-TZVPD", "symbols": ["C", "O", "C", "C", "N", "C", "C", "O", "C", "H", "H", "H", "H", "H", "H", "H", "H", "H", "H", "H", "H", "H", "H", "H", "C", "O", "C", "C", "N", "C", "C", "O", "C", "H", "H", "H", "H", "H", "H", "H", "H", "H", "H", "H", "H", "H", "H", "H", "C", "O", "C", "C", "N", "C", "C", "O", "C", "H", "H", "H", "H", "H", "H", "H", "H", "H", "H", "H", "H", "H", "H", "H", "C", "O", "C", "C", "N", "C", "C", "O", "C", "H", "H", "H", "H", "H", "H", "H", "H", "H", "H", "H", "H", "H", "H", "H", "C", "O", "C", "C", "N", "C", "C", "O", "C", "H", "H", "H", "H", "H", "H", "H", "H", "H", "H", "H", "H", "H", "H", "H", "C", "O", "C", "C", "N", "C", "C", "O", "C", "H", "H", "H", "H", "H", "H", "H", "H", "H", "H", "H", "H", "H", "H", "H", "C", "O", "C", "C", "N", "C", "C", "O", "C", "H", "H", "H", "H", "H", "H", "H", "H", "H", "H", "H", "H", "H", "H", "H", "C", "O", "C", "C", "N", "C", "C", "O", "C", "H", "H", "H", "H", "H", "H", "H", "H", "H", "H", "H", "H", "H", "H", "H", "C", "O", "C", "C", "N", "C", "C", "O", "C", "H", "H", "H", "H", "H", "H", "H", "H", "H", "H", "H", "H", "H", "H", "H", "C", "O", "C", "C", "N", "C", "C", "O", "C", "H", "H", "H", "H", "H", "H", "H", "H", "H", "H", "H", "H", "H", "H", "H", "C", "O", "C", "C", "N", "C", "C", "O", "C", "H", "H", "H", "H", "H", "H", "H", "H", "H", "H", "H", "H", "H", "H", "H"], "xyz": [[0.39, 6.55, 11.04], [0.23, 6.90, 9.69], [-0.88, 6.30, 8.94], [-0.67, 6.55, 7.43], [-1.48, 5.66, 6.63], [-0.82, 4.31, 6.32], [-1.80, 3.43, 5.54], [-1.17, 2.21, 5.21], [-1.98, 1.22, 4.62], [0.26, 5.48, 11.21], [-0.40, 7.14, 11.50], [1.40, 6.83, 11.34], [-1.89, 6.65, 9.19], [-0.84, 5.24, 9.18], [0.39, 6.53, 7.17], [-1.02, 7.56, 7.22], [-1.76, 6.16, 5.80], [-0.45, 3.87, 7.24], [0.01, 4.51, 5.64], [-2.15, 3.97, 4.66], [-2.67, 3.21, 6.16], [-2.25, 1.48, 3.60], [-2.93, 1.10, 5.15], [-1.51, 0.25, 4.51], [2.77, -8.12, 3.26], [1.82, -7.71, 2.27], [1.08, -8.78, 1.74], [0.09, -8.27, 0.66], [0.81, -7.59, -0.40], [-0.11, -7.13, -1.43], [0.56, -5.89, -2.13], [0.84, -4.92, -1.10], [1.32, -3.68, -1.45], [3.33, -7.25, 3.58], [3.44, -8.94, 2.97], [2.14, -8.48, 4.07], [0.54, -9.32, 2.51], [1.72, -9.48, 1.20], [-0.70, -7.68, 1.12], [-0.43, -9.13, 0.25], [1.19, -6.74, 0.01], [-1.03, -6.72, -1.01], [-0.49, -7.92, -2.07], [-0.11, -5.37, -2.81], [1.48, -6.07, -2.68], [0.68, -3.20, -2.19], [2.35, -3.79, -1.81], [1.31, -2.89, -0.69], [1.81, 6.47, 2.29], [1.75, 5.39, 1.34], [1.95, 5.69, -0.09], [1.76, 4.47, -1.01], [2.27, 4.70, -2.35], [2.16, 3.52, -3.23], [2.66, 3.81, -4.63], [1.59, 4.33, -5.35], [1.92, 4.84, -6.62], [1.35, 6.15, 3.23], [1.27, 7.32, 1.89], [2.85, 6.73, 2.50], [2.97, 6.04, -0.23], [1.20, 6.41, -0.40], [0.70, 4.26, -1.17], [2.12, 3.54, -0.56], [3.27, 4.72, -2.20], [1.12, 3.19, -3.29], [2.70, 2.70, -2.76], [2.95, 2.83, -5.02], [3.52, 4.48, -4.53], [1.02, 5.03, -7.20], [2.47, 4.14, -7.24], [2.39, 5.79, -6.40], [-0.85, -7.25, -12.48], [-1.43, -7.01, -11.25], [-1.17, -8.06, -10.28], [-1.89, -8.00, -8.93], [-1.26, -7.02, -8.07], [-2.00, -6.89, -6.83], [-1.48, -5.62, -6.16], [-1.77, -4.48, -6.97], [-1.68, -3.32, -6.21], [0.22, -7.34, -12.28], [-1.07, -6.36, -13.07], [-1.31, -8.10, -12.98], [-0.10, -7.96, -10.08], [-1.52, -8.94, -10.82], [-1.80, -8.94, -8.39], [-2.95, -7.86, -9.12], [-1.36, -6.11, -8.50], [-1.83, -7.70, -6.12], [-3.08, -6.89, -7.01], [-0.45, -5.78, -5.84], [-1.94, -5.56, -5.18], [-2.32, -3.45, -5.34], [-2.13, -2.51, -6.79], [-0.66, -3.17, -5.88], [-0.35, -4.37, 3.15], [-0.60, -4.85, 4.48], [0.53, -4.76, 5.35], [0.89, -3.30, 5.78], [1.66, -2.38, 4.96], [2.87, -2.93, 4.45], [3.58, -1.82, 3.61], [3.97, -0.67, 4.41], [4.66, 0.26, 3.67], [0.57, -4.73, 2.70], [-0.29, -3.28, 3.22], [-1.25, -4.47, 2.56], [1.46, -5.19, 4.97], [0.40, -5.32, 6.28], [1.43, -3.42, 6.72], [-0.04, -2.84, 6.11], [1.92, -1.55, 5.47], [2.63, -3.75, 3.77], [3.55, -3.21, 5.26], [2.93, -1.53, 2.79], [4.48, -2.24, 3.15], [4.81, 1.19, 4.22], [4.05, 0.55, 2.81], [5.67, -0.09, 3.48], [0.69, -0.56, -8.60], [0.14, -0.42, -7.35], [0.20, 0.88, -6.71], [-0.33, 0.98, -5.26], [-1.71, 0.57, -5.26], [-2.15, 0.55, -3.87], [-3.58, -0.11, -3.78], [-3.47, -1.37, -4.42], [-4.70, -1.90, -4.87], [0.13, -0.22, -9.47], [0.86, -1.61, -8.85], [1.67, -0.10, -8.63], [-0.34, 1.56, -7.37], [1.25, 1.17, -6.76], [-0.22, 2.05, -5.06], [0.34, 0.48, -4.58], [-1.89, -0.36, -5.61], [-2.27, 1.62, -3.66], [-1.45, 0.00, -3.25], [-4.36, 0.46, -4.27], [-3.93, -0.24, -2.76], [-5.14, -1.28, -5.66], [-5.44, -2.07, -4.09], [-4.43, -2.88, -5.27], [-7.65, 6.91, 3.12], [-6.90, 6.65, 1.89], [-6.60, 7.87, 1.19], [-5.61, 7.50, 0.06], [-4.29, 7.02, 0.66], [-3.37, 6.59, -0.43], [-2.06, 5.96, 0.10], [-2.34, 4.92, 1.15], [-1.15, 4.34, 1.65], [-8.55, 7.50, 2.91], [-7.12, 7.53, 3.84], [-7.92, 5.98, 3.62], [-6.10, 8.58, 1.84], [-7.50, 8.39, 0.84], [-5.41, 8.46, -0.43], [-6.09, 6.76, -0.59], [-4.24, 6.26, 1.32], [-2.98, 7.33, -1.14], [-3.79, 5.77, -1.01], [-1.42, 6.77, 0.43], [-1.59, 5.40, -0.70], [-0.75, 4.99, 2.42], [-0.45, 4.16, 0.83], [-1.43, 3.35, 2.01], [5.09, 4.85, -10.92], [4.75, 4.68, -9.54], [5.65, 5.49, -8.72], [5.31, 5.27, -7.26], [5.00, 3.88, -6.88], [6.17, 2.99, -6.98], [5.96, 1.80, -6.11], [4.95, 0.88, -6.58], [5.46, -0.40, -6.85], [4.38, 4.29, -11.53], [6.14, 4.56, -11.01], [4.91, 5.86, -11.29], [5.73, 6.54, -8.96], [6.67, 5.10, -8.78], [4.39, 5.80, -7.03], [6.07, 5.63, -6.56], [4.28, 3.58, -7.52], [7.07, 3.46, -6.59], [6.41, 2.73, -8.01], [5.90, 2.08, -5.05], [6.85, 1.17, -6.10], [4.61, -0.98, -7.21], [5.77, -0.91, -5.94], [6.30, -0.56, -7.53], [-11.45, -4.42, 8.14], [-10.49, -3.91, 7.21], [-10.13, -4.80, 6.13], [-9.11, -4.10, 5.18], [-7.81, -3.89, 5.80], [-6.92, -3.31, 4.83], [-5.55, -3.13, 5.49], [-4.75, -2.44, 4.55], [-3.35, -2.42, 4.86], [-12.34, -4.70, 7.57], [-11.84, -3.64, 8.80], [-11.05, -5.12, 8.87], [-11.02, -4.95, 5.53], [-9.78, -5.76, 6.52], [-9.51, -3.13, 4.89], [-9.07, -4.68, 4.26], [-7.85, -3.29, 6.61], [-7.23, -2.30, 4.56], [-6.94, -3.93, 3.93], [-5.11, -4.07, 5.81], [-5.67, -2.55, 6.40], [-2.90, -3.40, 4.67], [-3.14, -2.20, 5.91], [-2.70, -1.78, 4.28], [2.40, 3.41, 4.01], [3.31, 3.16, 5.04], [2.79, 2.84, 6.37], [1.86, 1.62, 6.54], [2.51, 0.35, 6.60], [3.30, 0.12, 7.82], [4.24, -1.06, 7.60], [4.78, -1.41, 8.84], [5.65, -2.51, 8.84], [1.61, 2.66, 4.02], [2.92, 3.42, 3.05], [1.85, 4.33, 4.24], [2.23, 3.72, 6.71], [3.61, 2.81, 7.08], [1.17, 1.61, 5.69], [1.25, 1.74, 7.44], [3.21, 0.33, 5.87], [2.63, -0.12, 8.64], [3.98, 0.95, 8.03], [5.04, -0.77, 6.92], [3.67, -1.91, 7.23], [5.22, -3.37, 8.33], [5.84, -2.76, 9.88], [6.57, -2.29, 8.28], [-0.24, 0.03, 2.15], [0.80, -0.19, 1.21], [1.57, 0.97, 0.90], [2.86, 0.68, 0.05], [2.57, 0.17, -1.28], [3.74, -0.04, -2.11], [3.38, -0.41, -3.59], [2.70, -1.73, -3.54], [2.12, -2.03, -4.75], [-0.82, 0.87, 1.77], [0.28, 0.19, 3.10], [-0.84, -0.88, 2.24], [1.84, 1.49, 1.82], [1.00, 1.70, 0.30], [3.53, 0.08, 0.65], [3.37, 1.64, -0.11], [2.06, -0.70, -1.24], [4.40, -0.84, -1.76], [4.25, 0.92, -2.13], [4.31, -0.49, -4.16], [2.75, 0.36, -4.02], [2.74, -1.75, -5.59], [1.24, -1.41, -4.91], [1.99, -3.11, -4.70]], "e_tot_ev": -132534.3763, "e_lumo_ha": 0.02045, "smiles": "COCCNCCOC.COCCNCCOC.COCCNCCOC.COCCNCCOC.COCCNCCOC.COCCNCCOC.COCCNCCOC.COCCNCCOC.COCCNCCOC.COCCNCCOC.COCCNCCOC", "e_homo_ev": -8.24, "e_above_lowest_kj_mol": 530.2, "gap_ev": 8.797}



No. 2
{"formula": "C6H8I2NOS", "method": "wB97M-V/def2-TZVPD", "symbols": ["C", "C", "C", "C", "C", "C", "N", "O", "S", "I", "I", "H", "H", "H", "H", "H", "H", "H", "H"], "xyz": [[0.66, 0.30, -2.28], [-1.53, 1.22, 1.11], [-1.11, -0.22, 1.49], [1.43, -0.53, -1.35], [-0.31, 1.30, 0.18], [0.59, -1.13, -0.24], [0.21, -0.04, 0.81], [0.85, 0.41, -3.42], [-0.81, 1.12, -1.53], [2.16, -2.14, -2.65], [1.57, -2.66, 1.04], [-2.63, 1.33, 0.70], [-1.47, 1.76, 1.96], [-1.23, -0.38, 2.60], [-1.78, -1.01, 1.04], [2.39, -0.06, -0.86], [0.46, 2.18, 0.35], [-0.46, -1.52, -0.43], [1.02, 0.06, 1.49]], "e_tot_ev": -36916.6191, "total_charge": 1, "e_lumo_ha": -0.15473, "e_homo_ev": -12.81, "e_above_lowest_kj_mol": 0.0, "gap_ev": 8.603}



No. 3
{"formula": "C19H36O19", "method": "wB97M-V/def2-TZVPD", "symbols": ["C", "O", "H", "H", "H", "H", "C", "O", "H", "H", "H", "H", "C", "O", "H", "H", "H", "H", "C", "O", "H", "H", "H", "H", "C", "C", "O", "C", "O", "O", "H", "H", "H", "H", "C", "C", "O", "C", "O", "O", "H", "H", "H", "H", "C", "C", "O", "C", "O", "O", "H", "H", "H", "H", "C", "C", "O", "C", "O", "O", "H", "H", "H", "H", "C", "C", "O", "C", "O", "O", "H", "H", "H", "H"], "xyz": [[13.38, 13.09, 5.50], [12.92, 12.84, 6.87], [13.51, 12.13, 4.98], [12.55, 13.59, 5.03], [14.30, 13.64, 5.41], [13.71, 13.13, 7.41], [6.40, 10.23, 11.74], [6.33, 10.65, 13.12], [5.89, 9.26, 11.72], [5.92, 11.01, 11.17], [7.41, 10.25, 11.42], [6.32, 11.61, 13.11], [11.42, 16.80, 9.58], [10.39, 15.86, 9.86], [11.76, 17.30, 10.48], [12.28, 16.28, 9.15], [11.19, 17.61, 8.90], [10.74, 14.99, 9.91], [11.03, 12.24, 9.37], [11.55, 13.51, 9.07], [11.85, 11.52, 9.57], [10.31, 12.31, 10.21], [10.48, 11.88, 8.50], [11.98, 13.43, 8.20], [8.89, 14.97, 7.27], [9.41, 14.09, 6.12], [8.34, 13.24, 5.86], [7.71, 13.08, 7.01], [6.86, 12.28, 7.20], [8.08, 14.04, 7.94], [8.26, 15.78, 6.86], [9.68, 15.26, 7.97], [10.28, 13.52, 6.41], [9.58, 14.61, 5.17], [14.57, 9.76, 8.80], [14.84, 8.26, 9.10], [16.20, 8.04, 8.68], [16.75, 9.18, 8.31], [17.87, 9.26, 8.13], [15.87, 10.20, 8.26], [14.40, 10.42, 9.68], [13.75, 9.83, 8.09], [14.19, 7.66, 8.51], [14.78, 7.97, 10.14], [7.38, 13.88, 11.48], [7.88, 15.12, 12.17], [8.86, 14.63, 13.10], [9.27, 13.45, 12.65], [10.26, 12.87, 13.04], [8.49, 12.96, 11.65], [7.21, 14.02, 10.44], [6.49, 13.43, 11.92], [7.09, 15.67, 12.71], [8.36, 15.81, 11.45], [10.07, 7.26, 6.24], [10.23, 7.48, 4.75], [11.16, 8.54, 4.69], [11.72, 8.69, 5.91], [12.66, 9.44, 6.11], [11.19, 7.89, 6.84], [9.97, 6.22, 6.54], [9.19, 7.82, 6.64], [9.28, 7.84, 4.34], [10.62, 6.61, 4.29], [13.88, 14.81, 11.90], [13.87, 13.32, 11.95], [14.49, 12.97, 10.70], [14.52, 14.06, 9.90], [14.97, 14.08, 8.82], [14.20, 15.16, 10.58], [14.59, 15.28, 12.58], [12.94, 15.27, 12.17], [12.93, 12.86, 11.95], [14.34, 12.94, 12.84]], "e_tot_ev": -59187.3246, "e_lumo_ha": 0.01107, "smiles": "O=C1OCCO1.O=C1OCCO1.O=C1OCCO1.O=C1OCCO1.O=C1OCCO1.CO.CO.CO.CO", "e_homo_ev": -10.35, "gap_ev": 10.648}



No. 4
{"formula": "C3H7NO", "method": "wB97M-V/def2-TZVPD", "symbols": ["C", "N", "C", "O", "C", "H", "H", "H", "H", "H", "H", "H"], "xyz": [[-1.64, -0.57, -0.70], [-0.60, 0.23, 1.18], [0.35, 0.07, 0.36], [-0.08, -0.44, -0.81], [1.81, 0.40, 0.59], [-1.74, -1.33, -1.43], [-2.03, 0.41, -0.98], [-2.21, -0.86, 0.21], [-0.40, 0.57, 2.09], [2.16, 1.23, -0.04], [2.48, -0.44, 0.41], [1.93, 0.71, 1.64]], "e_tot_ev": -6760.6985, "e_lumo_ha": 0.03943, "smiles": "[H]/N=C(\\C)OC", "e_homo_ev": -9.65, "e_above_lowest_kj_mol": 198.0, "gap_ev": 10.727}



No. 5
{"formula": "C31H79N5O11", "method": "wB97M-V/def2-TZVPD", "symbols": ["C", "O", "H", "H", "H", "H", "C", "O", "C", "C", "N", "C", "C", "O", "C", "H", "H", "H", "H", "H", "H", "H", "H", "H", "H", "H", "H", "H", "H", "H", "C", "O", "C", "C", "N", "C", "C", "O", "C", "H", "H", "H", "H", "H", "H", "H", "H", "H", "H", "H", "H", "H", "H", "H", "C", "O", "C", "C", "N", "C", "C", "O", "C", "H", "H", "H", "H", "H", "H", "H", "H", "H", "H", "H", "H", "H", "H", "H", "C", "O", "C", "C", "N", "C", "C", "O", "C", "H", "H", "H", "H", "H", "H", "H", "H", "H", "H", "H", "H", "H", "H", "H", "C", "O", "C", "C", "N", "C", "C", "O", "C", "H", "H", "H", "H", "H", "H", "H", "H", "H", "H", "H", "H", "H", "H", "H"], "xyz": [[-33.65, -26.33, -5.77], [-34.07, -25.35, -4.88], [-34.39, -27.12, -5.82], [-33.33, -26.09, -6.78], [-32.83, -26.72, -5.18], [-34.79, -24.83, -5.24], [-27.36, -30.94, -0.04], [-28.65, -30.25, -0.14], [-29.44, -30.53, -1.31], [-29.14, -29.66, -2.58], [-29.29, -28.19, -2.28], [-30.74, -27.88, -2.47], [-31.11, -26.45, -1.99], [-30.92, -26.12, -0.59], [-30.30, -24.84, -0.49], [-27.51, -31.85, -0.63], [-27.16, -31.33, 0.96], [-26.62, -30.30, -0.53], [-30.47, -30.37, -0.99], [-29.26, -31.51, -1.75], [-29.72, -30.07, -3.41], [-28.09, -29.86, -2.79], [-29.08, -28.09, -1.30], [-31.35, -28.53, -1.85], [-30.86, -28.23, -3.49], [-32.17, -26.39, -2.21], [-30.78, -25.67, -2.67], [-31.09, -24.12, -0.69], [-29.37, -24.69, -1.04], [-30.02, -24.82, 0.57], [-30.05, -21.20, -1.54], [-30.86, -21.55, -0.34], [-32.21, -21.12, -0.58], [-33.26, -22.27, -0.59], [-34.49, -21.72, -1.06], [-35.19, -20.63, -0.38], [-36.26, -20.33, -1.42], [-37.32, -21.26, -1.52], [-38.24, -21.28, -0.41], [-30.37, -21.77, -2.41], [-28.99, -21.43, -1.54], [-30.20, -20.18, -1.89], [-32.29, -20.52, -1.49], [-32.57, -20.54, 0.27], [-33.31, -22.88, 0.32], [-32.96, -22.93, -1.40], [-34.94, -22.24, -1.80], [-34.57, -19.77, -0.16], [-35.60, -20.97, 0.57], [-35.84, -20.28, -2.42], [-36.66, -19.31, -1.44], [-38.70, -20.31, -0.57], [-37.91, -21.38, 0.62], [-39.10, -21.94, -0.50], [-32.63, -34.02, -1.58], [-33.57, -32.97, -1.44], [-34.73, -33.29, -0.62], [-35.37, -32.03, -0.18], [-34.56, -31.17, 0.72], [-35.13, -29.82, 0.84], [-34.07, -28.77, 1.12], [-34.77, -27.55, 1.17], [-34.00, -26.51, 1.75], [-32.32, -34.44, -0.62], [-31.75, -33.67, -2.11], [-33.13, -34.72, -2.25], [-34.39, -33.87, 0.23], [-35.46, -33.82, -1.23], [-36.34, -32.27, 0.24], [-35.67, -31.47, -1.07], [-33.60, -31.16, 0.42], [-35.76, -29.69, 1.72], [-35.73, -29.55, -0.04], [-33.37, -28.83, 0.28], [-33.61, -29.06, 2.06], [-34.67, -25.77, 2.19], [-33.38, -25.94, 1.06], [-33.35, -26.77, 2.59], [-25.35, -28.02, -5.80], [-26.76, -27.83, -5.88], [-27.28, -29.06, -6.26], [-28.81, -29.07, -6.25], [-29.39, -29.99, -7.32], [-30.87, -30.07, -7.24], [-31.47, -30.95, -8.34], [-32.81, -31.20, -8.08], [-33.60, -31.81, -9.10], [-25.10, -28.51, -4.85], [-24.96, -27.00, -5.73], [-24.88, -28.37, -6.72], [-26.97, -29.67, -5.41], [-26.91, -29.36, -7.24], [-29.15, -28.05, -6.40], [-29.17, -29.28, -5.24], [-29.24, -29.52, -8.20], [-31.28, -29.10, -7.52], [-31.12, -30.29, -6.20], [-31.02, -31.94, -8.32], [-31.35, -30.53, -9.34], [-34.65, -31.75, -8.83], [-33.17, -32.81, -9.15], [-33.47, -31.28, -10.04], [-26.38, -16.56, 4.11], [-25.81, -17.57, 3.30], [-25.60, -18.82, 4.03], [-26.70, -19.82, 3.67], [-26.56, -20.23, 2.27], [-27.73, -20.97, 1.75], [-28.21, -22.10, 2.63], [-29.09, -21.57, 3.61], [-30.43, -21.28, 3.17], [-27.26, -16.86, 4.68], [-26.69, -15.67, 3.56], [-25.67, -16.14, 4.82], [-25.57, -18.62, 5.10], [-24.64, -19.31, 3.86], [-27.67, -19.35, 3.83], [-26.73, -20.64, 4.39], [-26.19, -19.43, 1.76], [-27.32, -21.41, 0.85], [-28.60, -20.38, 1.44], [-27.41, -22.64, 3.12], [-28.66, -22.92, 2.06], [-30.37, -20.45, 2.46], [-30.98, -20.86, 4.01], [-30.83, -22.18, 2.71]], "e_tot_ev": -63380.9854, "total_charge": 1, "e_lumo_ha": [-0.09877, -0.27298], "spin_multiplicity": 2, "e_homo_ev": [-10.08, -10.08], "gap_ev": [7.392, 2.651]}